{
  "formula": "C7H10NP",
  "method": "ωB97M-V/def2-TZVPD",
  "symbols": ["P", "N", "C", "C", "C", "C", "C", "C", "C", "H", "H", "H", "H", "H", "H", "H", "H", "H", "H"],
  "coordinates": [[2.16051, 1.81494, -1.80969], [1.79518, -0.93868, 1.96240], [0.65883, 1.95340, -1.77229], [0.81934, -0.47057, 1.43480], [0.26794, -0.81632, 0.13410], [2.97206, -1.08547, 2.40039], [-0.93848, 0.03395, -0.09337], [-0.75829, 1.82144, -1.88888], [-1.29868, 0.41825, -1.61707], [-1.26828, 2.48557, -1.13841], [0.93500, -0.43991, -0.60140], [-0.76185, 1.01391, 0.40493], [-2.41950, 0.49278, -1.65594], [3.66721, -0.34726, 2.20653], [0.13681, -1.93362, 0.06687], [-0.91337, -0.41234, -2.17475], [3.28753, -1.69817, 3.14940], [-1.17405, 2.09399, -2.93505], [-1.89547, -0.43754, 0.25961]],
  "lowdin_charge": [0.83, 0.01, -0.68, -0.05, -0.23, -0.03, -0.24, -0.35, -0.20, 0.12, 0.05, 0.10, 0.11, 0.03, 0.14, 0.10, 0.03, 0.14, 0.12],
  "homo_ev": [-4.9, -9.6],
  "orbital_gap_ev": [5.58, 8.59],
  "spin_multiplicity": 3,
  "e_above_lowest_kj_mol": 143.2
}



{
  "formula": "C9H14O",
  "method": "ωB97M-V/def2-TZVPD",
  "symbols": ["O", "C", "C", "C", "C", "C", "C", "C", "C", "C", "H", "H", "H", "H", "H", "H", "H", "H", "H", "H", "H", "H", "H", "H"],
  "coordinates": [[-0.58196, 1.64736, 2.41647], [0.85456, -1.35603, 1.07936], [-0.03483, -3.28633, -0.30123], [-0.45151, 0.40903, 1.77475], [1.46470, 2.16854, -1.99718], [0.00439, 2.55488, -1.68855], [0.81111, -0.20464, 1.80012], [-1.51412, -0.09138, 1.08551], [-0.23213, -2.02946, 0.49991], [-1.46586, -1.40285, 0.51754], [-0.99719, -3.76966, -0.46726], [-2.43496, -1.78472, 0.22850], [1.85291, 2.77848, -2.80576], [-0.47165, 1.93428, -0.93178], [0.60470, -3.99627, 0.25174], [1.50548, 0.20147, 2.51914], [-0.18378, 3.61933, -1.55183], [-0.42097, 2.45311, -2.68935], [-2.45615, 0.43807, 1.00443], [1.71195, -2.02703, 1.22608], [-1.48044, 1.67791, 2.74380], [2.04727, 2.05943, -1.07866], [0.43291, -3.12985, -1.26431], [1.43557, 1.13635, -2.37143]],
  "lowdin_charge": [0.02, -0.06, -0.06, -0.33, -0.17, -0.16, -0.01, -0.04, -0.29, -0.03, 0.07, 0.11, 0.06, 0.05, 0.08, 0.12, 0.06, 0.06, 0.11, 0.12, 0.09, 0.06, 0.08, 0.06],
  "smiles": "Cc1ccc(O)cc1.CC",
  "homo_ev": -8.6,
  "orbital_gap_ev": 9.53,
  "e_above_lowest_kj_mol": 91.1
}



{
  "formula": "C11H14N4OS",
  "method": "ωB97M-V/def2-TZVPD",
  "symbols": ["S", "O", "N", "N", "N", "N", "C", "C", "C", "C", "C", "C", "C", "C", "C", "C", "C", "H", "H", "H", "H", "H", "H", "H", "H", "H", "H", "H", "H", "H", "H"],
  "coordinates": [[-1.72012, 1.16107, 2.10741], [-2.06618, -2.04806, 4.05829], [-2.34128, -0.05943, 3.01175], [1.19419, -0.11200, -1.49140], [1.99231, 1.87378, -2.30202], [0.51504, 3.33234, -3.52277], [-0.39678, -1.37474, 2.43555], [-0.17450, 0.15490, 1.99976], [-1.62824, -1.20610, 3.25343], [1.00964, 0.99925, -2.30123], [0.70901, 0.21946, 0.78664], [1.72034, 3.01398, -2.94060], [-0.43169, -2.38012, 1.21346], [0.29894, -2.03087, -0.16364], [-0.15204, 1.19462, -2.91766], [-0.39689, 2.37871, -3.61166], [0.24587, -0.50430, -0.49401], [2.21452, -0.15669, -1.33201], [1.40955, -2.26202, 0.04088], [-0.93005, 0.45868, -2.70080], [-0.17391, -3.39305, 1.47415], [-2.95278, 0.13171, 3.82952], [-1.52425, -2.47555, 1.13475], [-1.23656, 2.48200, -4.28250], [-0.30360, -2.59059, -0.97469], [-0.73508, -0.19588, -0.84049], [1.66089, -0.34484, 0.99021], [0.34091, -1.80397, 3.08994], [2.53136, 3.70818, -2.99455], [0.35351, 0.65744, 2.88407], [0.96786, 1.17209, 0.56019]],
  "lowdin_charge": [0.92, 0.04, -0.31, 0.04, 0.14, 0.06, -0.19, -0.46, -0.53, -0.40, -0.16, -0.16, -0.11, -0.10, -0.03, -0.12, -0.34, 0.15, 0.13, 0.11, 0.10, 0.14, 0.11, 0.11, 0.14, 0.13, 0.15, 0.14, 0.10, 0.12, 0.08],
  "smiles": "O=C1NS[C@@H]2C[C@@H](Nc3ccncn3)CC[C@H]12",
  "homo_ev": -8.3,
  "orbital_gap_ev": 8.84,
  "e_above_lowest_kj_mol": 181.8
}



{
  "formula": "C5H12NP",
  "method": "ωB97M-V/def2-TZVPD",
  "symbols": ["P", "N", "C", "C", "C", "C", "C", "H", "H", "H", "H", "H", "H", "H", "H", "H", "H", "H", "H"],
  "coordinates": [[-2.73920, -0.26826, 0.16089], [-4.27837, -0.03003, -0.55960], [2.11545, 0.08372, -0.95328], [2.46675, 1.02312, 0.13334], [1.26852, -1.09510, -0.41770], [0.89722, -0.54850, 0.93220], [1.50698, 0.59324, 1.31415], [-3.36681, -0.55574, 1.44818], [1.40118, 0.64979, -1.70752], [2.79848, -0.33629, -1.71152], [1.52930, 1.04438, 2.26410], [-4.67575, 0.93033, -0.58135], [-4.03835, -0.13712, -1.55502], [-2.88070, -1.58858, -0.37921], [2.27923, 2.09202, -0.02041], [1.92301, -2.07837, -0.27772], [0.26893, -1.10520, 1.61167], [3.44184, 0.69809, 0.50794], [0.40404, -1.55767, -1.01049]],
  "lowdin_charge": [0.59, -0.33, -0.25, -0.20, -0.22, -0.18, -0.06, -0.10, 0.14, 0.10, 0.08, 0.02, -0.01, -0.12, 0.11, 0.14, 0.08, 0.11, 0.11],
  "homo_ev": [-4.6, -8.9],
  "orbital_gap_ev": [5.76, 6.39],
  "spin_multiplicity": 3,
  "e_above_lowest_kj_mol": 308.0
}



What is the formula in the first record? C7H10NP